1.
{
  "formula": "C2H2OS2",
  "method": "wB97M-V/def2-TZVPD",
  "spin_multiplicity": 1,
  "species": ["C", "C", "O", "S", "S", "H", "H"],
  "positions_angstrom": [[0.988, 0.248, 0.720], [0.055, -0.172, -0.134], [-2.390, -0.256, 0.371], [2.218, 0.543, -0.507], [0.626, 0.026, -1.771], [1.261, 0.225, 1.745], [-2.758, -0.614, -0.424]]
}

=====

2.
{
  "formula": "C2H2OS2",
  "method": "wB97M-V/def2-TZVPD",
  "spin_multiplicity": 1,
  "species": ["C", "C", "O", "S", "S", "H", "H"],
  "positions_angstrom": [[1.587, -0.369, -0.712], [-0.333, -0.042, -0.028], [2.192, 0.635, -0.930], [-1.299, -1.122, -0.725], [-0.783, 1.376, 0.967], [1.844, -1.348, -0.827], [-2.013, 0.886, 0.975]]
}

=====

3.
{
  "formula": "C2H2OS2",
  "method": "wB97M-V/def2-TZVPD",
  "spin_multiplicity": 1,
  "species": ["C", "C", "O", "S", "S", "H", "H"],
  "positions_angstrom": [[0.183, -1.101, -0.114], [-0.837, -0.198, 0.129], [0.811, -1.826, 0.584], [-2.328, 0.229, -0.011], [1.246, 1.552, 0.053], [0.434, -1.213, -1.294], [0.491, 2.558, 0.653]]
}

=====

Relative calculated energies, zero for the most stable structure, unit kJ/mol: 1 319.7; 2 0.0; 3 95.5.

=====

1.
{
  "formula": "CH5NP2",
  "method": "wB97M-V/def2-TZVPD",
  "spin_multiplicity": 1,
  "species": ["C", "N", "P", "P", "H", "H", "H", "H", "H"],
  "positions_angstrom": [[0.854, 2.576, 0.163], [-0.986, -2.854, 0.287], [-0.424, -1.628, 1.048], [-1.693, -3.948, -0.629], [0.113, 2.042, 0.785], [1.452, 1.790, 0.250], [1.177, 3.607, 0.656], [-1.011, -3.704, -1.838], [0.519, 2.118, -0.722]]
}

=====

2.
{
  "formula": "CH5NP2",
  "method": "wB97M-V/def2-TZVPD",
  "spin_multiplicity": 1,
  "species": ["C", "N", "P", "P", "H", "H", "H", "H", "H"],
  "positions_angstrom": [[-0.903, -0.009, 0.157], [0.970, 1.457, -1.092], [1.552, 2.533, -1.979], [0.872, 0.602, 0.214], [-0.908, -1.079, 0.284], [-1.353, 0.442, -0.720], [-1.428, 0.486, 1.001], [0.932, -2.294, 0.893], [0.266, -2.138, 1.243]]
}

=====

Relative calculated energies, zero for the most stable structure, unit kJ/mol: 1 75.9; 2 0.0.

=====

1.
{
  "formula": "C4H7F2N",
  "method": "wB97M-V/def2-TZVPD",
  "spin_multiplicity": 1,
  "species": ["C", "C", "C", "C", "N", "F", "F", "H", "H", "H", "H", "H", "H", "H"],
  "positions_angstrom": [[1.265, -0.007, -1.305], [0.564, -0.434, -0.302], [0.654, -1.524, 0.645], [-0.661, 1.324, 0.256], [-2.029, 0.924, 0.355], [-0.108, 1.700, 1.507], [-0.456, 2.294, -0.602], [1.042, 0.829, -1.902], [2.129, -0.521, -1.763], [1.057, -1.191, 1.567], [1.228, -2.482, 0.204], [-0.320, -1.767, 0.997], [-2.027, 0.159, 0.962], [-2.337, 0.696, -0.620]]
}

=====

2.
{
  "formula": "C4H7F2N",
  "method": "wB97M-V/def2-TZVPD",
  "spin_multiplicity": 1,
  "species": ["C", "C", "C", "C", "H", "H", "H", "H", "H", "H", "F", "N", "F", "H"],
  "positions_angstrom": [[-2.318, -0.367, 0.360], [-1.429, 0.410, 0.186], [-0.422, 1.566, 0.054], [0.718, 1.176, -0.940], [-3.115, -1.047, 0.690], [-1.015, 2.396, -0.238], [0.107, 1.717, 0.951], [0.845, 1.890, -1.736], [1.731, 1.214, -0.473], [0.788, 0.231, -1.490], [1.057, -2.625, 1.928], [0.946, -2.635, 0.496], [1.964, -1.903, 0.081], [0.143, -2.022, 0.131]]
}

=====

Relative calculated energies, zero for the most stable structure, unit kJ/mol: 1 0.0; 2 319.9.

=====

1.
{
  "formula": "C2H9N2",
  "method": "wB97M-V/def2-TZVPD",
  "spin_multiplicity": 1,
  "total_charge": 1,
  "species": ["N", "H", "H", "H", "H", "C", "C", "N", "H", "H", "H", "H", "H"],
  "positions_angstrom": [[-0.740, 1.695, 0.510], [-0.673, 1.060, 1.305], [-1.503, 1.415, -0.104], [0.172, 1.487, 0.038], [-0.771, 2.694, 0.707], [-0.615, -1.557, -0.632], [0.186, -0.924, 0.220], [1.290, -0.097, -0.160], [-0.318, -1.341, -1.668], [-1.061, -2.532, -0.624], [0.357, -1.326, 1.216], [2.108, -0.446, 0.324], [1.567, -0.127, -1.132]]
}

=====

2.
{
  "formula": "C2H9N2",
  "method": "wB97M-V/def2-TZVPD",
  "spin_multiplicity": 1,
  "total_charge": 1,
  "species": ["N", "C", "C", "N", "H", "H", "H", "H", "H", "H", "H", "H", "H"],
  "positions_angstrom": [[-0.534, 0.245, 1.980], [0.268, 0.195, 0.753], [-0.542, 0.056, -0.513], [0.391, -0.191, -1.679], [-0.013, 0.346, 2.825], [-1.077, -0.578, 2.148], [0.807, 1.128, 0.554], [0.992, -0.622, 0.819], [-1.263, -0.732, -0.384], [-0.894, 1.023, -0.661], [-0.168, 0.006, -2.509], [0.746, -1.189, -1.689], [1.288, 0.312, -1.645]]
}

=====

Relative calculated energies, zero for the most stable structure, unit kJ/mol: 1 45.9; 2 0.0.

=====

1.
{
  "formula": "C15H23N3OS",
  "method": "wB97M-V/def2-TZVPD",
  "spin_multiplicity": 1,
  "species": ["C", "N", "C", "S", "N", "C", "C", "C", "C", "C", "C", "C", "C", "N", "C", "C", "C", "C", "C", "O", "H", "H", "H", "H", "H", "H", "H", "H", "H", "H", "H", "H", "H", "H", "H", "H", "H", "H", "H", "H", "H", "H", "H"],
  "positions_angstrom": [[-4.692, -2.742, -0.539], [-4.772, -1.550, 0.267], [-3.824, -0.591, 0.374], [-4.164, 0.760, 1.272], [-2.656, -0.776, -0.266], [-1.522, 0.115, -0.138], [-0.899, 0.384, -1.505], [0.372, 1.246, -1.359], [0.053, 2.665, -0.838], [0.790, 2.929, 0.471], [0.487, 1.821, 1.475], [0.780, 0.438, 0.853], [-0.474, -0.456, 0.819], [1.341, 0.637, -0.471], [2.062, -0.496, -1.013], [3.271, -0.784, -0.183], [4.311, 0.009, 0.202], [5.154, -0.803, 0.999], [4.566, -2.028, 1.037], [3.423, -2.025, 0.327], [-5.627, -3.287, -0.449], [-4.531, -2.503, -1.595], [-3.883, -3.395, -0.195], [-5.646, -1.322, 0.712], [-2.481, -1.667, -0.706], [-1.927, 1.041, 0.278], [-1.617, 0.890, -2.152], [-0.631, -0.567, -1.976], [0.841, 1.323, -2.347], [-1.019, 2.777, -0.679], [0.352, 3.408, -1.579], [0.489, 3.894, 0.879], [1.863, 2.953, 0.279], [-0.557, 1.882, 1.781], [1.099, 1.963, 2.367], [1.543, -0.072, 1.450], [-0.895, -0.538, 1.822], [-0.191, -1.461, 0.491], [1.470, -1.425, -1.075], [2.376, -0.228, -2.028], [4.450, 1.040, -0.048], [6.070, -0.513, 1.473], [4.846, -2.947, 1.512]]
}

=====

2.
{
  "formula": "C15H23N3OS",
  "method": "wB97M-V/def2-TZVPD",
  "spin_multiplicity": 1,
  "species": ["C", "C", "C", "C", "C", "C", "C", "N", "C", "S", "N", "C", "C", "N", "C", "C", "O", "C", "C", "C", "H", "H", "H", "H", "H", "H", "H", "H", "H", "H", "H", "H", "H", "H", "H", "H", "H", "H", "H", "H", "H", "H", "H"],
  "positions_angstrom": [[-2.738, -2.447, -2.440], [-2.884, -1.661, -1.173], [-3.799, -2.043, -0.200], [-3.925, -1.314, 0.968], [-3.142, -0.197, 1.212], [-3.283, 0.591, 2.479], [-2.209, 0.184, 0.238], [-1.432, 1.325, 0.474], [-0.299, 1.737, -0.173], [-0.095, 3.370, -0.393], [0.604, 0.818, -0.577], [1.778, 1.234, -1.317], [2.978, 1.357, -0.368], [3.248, 0.129, 0.352], [3.921, -0.899, -0.419], [4.648, -1.887, 0.497], [3.747, -2.894, 0.917], [2.052, -0.319, 1.035], [0.821, -0.439, 0.114], [-2.099, -0.542, -0.943], [-3.702, -2.826, -2.772], [-2.308, -1.836, -3.229], [-2.082, -3.302, -2.275], [-4.420, -2.911, -0.361], [-4.648, -1.619, 1.711], [-3.710, 1.575, 2.277], [-2.314, 0.737, 2.955], [-3.939, 0.076, 3.176], [-1.930, 2.098, 0.898], [1.572, 2.192, -1.795], [1.977, 0.479, -2.085], [3.868, 1.656, -0.924], [2.755, 2.133, 0.370], [3.248, -1.480, -1.067], [4.666, -0.406, -1.047], [5.481, -2.342, -0.056], [5.050, -1.341, 1.359], [4.210, -3.506, 1.497], [2.248, -1.288, 1.492], [1.830, 0.410, 1.821], [-0.048, -0.707, 0.712], [0.983, -1.223, -0.632], [-1.400, -0.215, -1.698]]
}

=====

Relative calculated energies, zero for the most stable structure, unit kJ/mol: 1 12.9; 2 0.0.

=====

1.
{
  "formula": "C6H5N",
  "method": "wB97M-V/def2-TZVPD",
  "spin_multiplicity": 1,
  "species": ["C", "C", "C", "N", "C", "C", "C", "H", "H", "H", "H", "H"],
  "positions_angstrom": [[2.166, 1.573, -0.282], [1.549, 0.576, -0.560], [0.759, -0.594, -0.883], [0.559, -1.649, 0.149], [-0.514, -0.771, -0.176], [-1.377, 0.017, 0.536], [-2.558, 0.364, 0.837], [2.708, 2.458, -0.033], [0.885, -0.990, -1.889], [1.012, -1.384, 1.024], [-2.127, -0.695, -0.171], [-3.062, 1.095, 1.449]]
}

=====

2.
{
  "formula": "C6H5N",
  "method": "wB97M-V/def2-TZVPD",
  "spin_multiplicity": 1,
  "species": ["C", "C", "C", "C", "C", "N", "C", "H", "H", "H", "H", "H"],
  "positions_angstrom": [[2.318, -2.045, -0.428], [1.239, -1.392, -0.134], [0.118, -0.453, 0.153], [-0.597, -0.010, 1.250], [-1.229, 1.235, 0.729], [-0.957, 1.443, -0.520], [-0.304, 0.251, -1.072], [3.486, -2.483, -0.461], [-0.734, -0.526, 2.197], [-1.787, 1.878, 1.501], [-1.572, 2.159, -1.049], [0.017, -0.058, -2.169]]
}

=====

Relative calculated energies, zero for the most stable structure, unit kJ/mol: 1 421.2; 2 0.0.